1.
Formula: C5H11N
Source: the Open Molecules 2025 dataset
Level of theory: ωB97M-V/def2-TZVPD

```
! RIJCOSX wB97M-V def2-TZVPD def2/J DEFGRID3
* xyz 0 1
C 1.030 -1.276 -0.811
C 0.738 -0.883 0.712
N -0.433 -0.003 0.763
C -1.053 0.502 1.822
C -0.962 0.264 -0.470
C -0.264 1.355 -1.215
H 2.069 -1.583 -0.882
H 0.391 -2.135 -1.055
H 0.879 -0.595 -1.664
H 0.454 -1.862 1.121
H 1.507 -0.504 1.414
H -0.992 0.077 2.819
H -1.622 1.413 1.662
H -2.030 0.147 -0.538
H -0.704 2.308 -0.872
H -0.366 1.280 -2.303
H 0.804 1.412 -0.957
*
```

The value obtained for the gap between HOMO and LUMO (spin up / spin down) is 7.30 / 7.95 eV. The calculation puts the energy above the lowest of the compared OMol25 structures with the same formula, charge and spin at 381.9 kJ/mol. The value obtained for the energy is -6849.57028 eV. The calculation puts the HOMO energy (spin up / spin down) at -0.2356 / -0.2558 Ha.


2.
Formula: C5H11N
Source: the Open Molecules 2025 dataset
Level of theory: ωB97M-V/def2-TZVPD

```
! RIJCOSX wB97M-V def2-TZVPD def2/J DEFGRID3
* xyz 0 1
C 2.429 -0.732 1.287
N 1.194 -0.529 1.172
C 0.783 -0.109 -0.158
C -0.645 0.356 -0.007
C -1.625 -0.793 0.229
C -0.993 1.245 -1.179
H 3.064 -0.949 0.427
H 2.901 -0.560 2.241
H 1.385 0.784 -0.400
H 1.001 -0.835 -0.963
H -0.639 0.969 0.908
H -1.443 -1.621 -0.464
H -1.551 -1.192 1.247
H -2.652 -0.449 0.076
H -0.976 0.675 -2.113
H -0.253 2.052 -1.261
H -1.979 1.688 -1.042
*
```

The value obtained for the gap between HOMO and LUMO is 10.71 eV. The calculation puts the energy above the lowest of the compared OMol25 structures with the same formula, charge and spin at 115.5 kJ/mol. The value obtained for the energy is -6852.33105 eV. The calculation puts the HOMO energy at -0.3526 Ha.


3.
Formula: C5H11N
Source: the Open Molecules 2025 dataset
Level of theory: ωB97M-V/def2-TZVPD

```
! RIJCOSX wB97M-V def2-TZVPD def2/J DEFGRID3
* xyz 0 1
C 1.259 -2.144 0.708
C 0.911 -1.075 -0.316
C 0.069 -0.053 -0.123
C -0.805 0.067 1.096
N -0.071 0.895 -1.159
C -0.943 2.044 -1.149
H 2.130 -1.795 1.280
H 1.399 -3.128 0.284
H 0.469 -2.079 1.458
H 1.535 -0.999 -1.198
H -1.715 -0.513 0.930
H -0.301 -0.270 1.997
H -1.135 1.081 1.292
H 0.766 0.944 -1.713
H -1.622 1.953 -0.304
H -1.545 2.089 -2.057
H -0.399 2.983 -1.027
*
```

The value obtained for the gap between HOMO and LUMO is 8.34 eV. The calculation puts the energy above the lowest of the compared OMol25 structures with the same formula, charge and spin at 101.4 kJ/mol. The value obtained for the energy is -6852.47759 eV. The calculation puts the HOMO energy at -0.2676 Ha.


4.
Formula: C5H11N
Source: the Open Molecules 2025 dataset
Level of theory: ωB97M-V/def2-TZVPD

```
! RIJCOSX wB97M-V def2-TZVPD def2/J DEFGRID3
* xyz 0 1
C -2.373 0.744 1.366
C -0.616 -0.924 -1.431
N 0.119 -0.721 -0.387
C 0.699 -1.032 0.772
C 1.130 0.215 0.097
C 2.372 0.358 -0.758
H -2.927 0.209 0.590
H -2.994 0.848 2.259
H -2.109 1.739 0.995
H -1.107 -1.881 -1.557
H -0.754 -0.114 -2.136
H -1.466 0.182 1.610
H 1.207 -1.964 0.989
H 0.728 1.157 0.483
H 3.208 0.680 -0.128
H 2.245 1.104 -1.550
H 2.639 -0.601 -1.214
*
```

The value obtained for the gap between HOMO and LUMO is 8.35 eV. The calculation puts the energy above the lowest of the compared OMol25 structures with the same formula, charge and spin at 372.1 kJ/mol. The value obtained for the energy is -6849.67225 eV. The calculation puts the HOMO energy at -0.2687 Ha.


5.
Formula: C5H11N
Source: the Open Molecules 2025 dataset
Level of theory: ωB97M-V/def2-TZVPD

```
! RIJCOSX wB97M-V def2-TZVPD def2/J DEFGRID3
* xyz 0 1
C -1.886 1.079 -0.445
C -1.441 -0.296 0.032
N -0.091 -0.541 -0.441
C 0.645 -1.638 0.146
C 0.989 -0.222 0.469
C 2.121 0.610 -0.086
H -2.917 1.295 -0.150
H -1.235 1.857 -0.030
H -1.811 1.128 -1.536
H -1.506 -0.363 1.135
H -2.099 -1.072 -0.377
H 0.136 -2.208 0.928
H 1.240 -2.245 -0.534
H 0.692 0.068 1.481
H 3.025 0.555 0.529
H 1.796 1.658 -0.106
H 2.367 0.325 -1.113
*
```

The value obtained for the gap between HOMO and LUMO is 10.41 eV. The calculation puts the energy above the lowest of the compared OMol25 structures with the same formula, charge and spin at 109.3 kJ/mol. The value obtained for the energy is -6852.39615 eV. The calculation puts the HOMO energy at -0.3351 Ha.


6.
Formula: C5H11N
Source: the Open Molecules 2025 dataset
Level of theory: ωB97M-V/def2-TZVPD

```
! RIJCOSX wB97M-V def2-TZVPD def2/J DEFGRID3
* xyz 0 1
C -1.050 -1.224 -1.166
N -0.934 0.075 -0.344
C 0.182 0.968 -0.744
C 1.485 0.657 -0.018
C 0.868 0.124 1.320
C -0.588 -0.349 1.063
H -0.860 -2.113 -0.588
H -0.392 -1.393 -2.078
H -1.994 -1.390 -1.565
H 0.376 0.606 -1.797
H -0.150 2.024 -0.675
H 1.979 1.655 0.092
H 2.164 -0.064 -0.541
H 0.634 0.851 2.152
H 1.497 -0.679 1.897
H -0.673 -1.394 1.157
H -1.426 0.312 1.620
*
```

The value obtained for the gap between HOMO and LUMO is 9.67 eV. The calculation puts the energy above the lowest of the compared OMol25 structures with the same formula, charge and spin at 209.9 kJ/mol. The value obtained for the energy is -6851.35342 eV. The calculation puts the HOMO energy at -0.3158 Ha.


7.
Formula: C5H11N
Source: the Open Molecules 2025 dataset
Level of theory: ωB97M-V/def2-TZVPD

```
! RIJCOSX wB97M-V def2-TZVPD def2/J DEFGRID3
* xyz 0 1
C 2.563 1.245 -0.639
C 1.541 0.148 -0.465
C 0.829 -0.055 0.651
C -0.484 -0.778 0.714
N -1.486 0.104 0.095
C -2.749 -0.537 -0.232
H 2.777 1.285 -1.707
H 2.345 2.222 -0.226
H 3.540 0.912 -0.258
H 1.722 -0.646 -1.184
H 1.283 0.328 1.563
H -0.421 -1.736 0.173
H -0.763 -0.934 1.756
H -1.032 0.450 -0.741
H -3.573 0.171 -0.272
H -2.696 -1.091 -1.176
H -2.984 -1.236 0.573
*
```

The value obtained for the gap between HOMO and LUMO is 9.83 eV. The calculation puts the energy above the lowest of the compared OMol25 structures with the same formula, charge and spin at 184.6 kJ/mol. The value obtained for the energy is -6851.61557 eV. The calculation puts the HOMO energy at -0.3157 Ha.


8.
Formula: C5H11N
Source: the Open Molecules 2025 dataset
Level of theory: ωB97M-V/def2-TZVPD

```
! RIJCOSX wB97M-V def2-TZVPD def2/J DEFGRID3
* xyz 0 1
C -1.504 1.784 1.193
C -0.220 1.364 0.752
C 0.070 0.873 -0.710
C -0.499 -0.621 -0.809
C 0.261 -1.544 0.075
N 1.698 -1.410 -0.438
H -2.435 1.942 0.533
H -1.818 1.805 2.274
H 0.567 1.280 1.520
H 1.241 0.776 -0.754
H -0.329 1.594 -1.460
H -1.617 -0.580 -0.577
H -0.399 -0.919 -1.857
H 0.294 -0.990 1.158
H -0.248 -2.590 0.146
H 1.880 -1.869 -1.335
H 2.333 -1.722 0.403
*
```

The value obtained for the gap between HOMO and LUMO is 10.24 eV. The calculation puts the energy above the lowest of the compared OMol25 structures with the same formula, charge and spin at 232.4 kJ/mol. The value obtained for the energy is -6851.11988 eV. The calculation puts the HOMO energy at -0.3335 Ha.


9.
Formula: C5H11N
Source: the Open Molecules 2025 dataset
Level of theory: ωB97M-V/def2-TZVPD

```
! RIJCOSX wB97M-V def2-TZVPD def2/J DEFGRID3
* xyz 0 1
C 0.571 1.318 -0.667
C 0.867 -0.273 -0.527
C -0.264 -1.036 -0.001
C -0.241 -1.179 1.425
C -1.525 -1.111 -0.811
N 0.709 1.845 0.841
H -0.298 1.412 -1.492
H 1.455 1.721 -1.100
H 1.858 -0.411 0.135
H 1.099 -0.616 -1.637
H -1.083 -1.406 2.062
H 0.758 -1.017 1.959
H -1.411 -1.620 -1.783
H -2.550 -1.695 -0.302
H -1.898 -0.025 -1.078
H 1.036 2.830 0.671
H -0.375 1.599 0.168
*
```

The value obtained for the gap between HOMO and LUMO is 9.48 eV. The calculation puts the energy above the lowest of the compared OMol25 structures with the same formula, charge and spin at 586.1 kJ/mol. The value obtained for the energy is -6847.45441 eV. The calculation puts the HOMO energy at -0.3160 Ha.


10.
Formula: C5H11N
Source: the Open Molecules 2025 dataset
Level of theory: ωB97M-V/def2-TZVPD

```
! RIJCOSX wB97M-V def2-TZVPD def2/J DEFGRID3
* xyz 0 1
C 1.283 1.248 -1.070
C 0.083 1.273 -0.506
N -0.787 2.369 -0.685
C -0.403 0.217 0.450
C 0.427 -1.040 0.638
C -0.399 -2.307 0.792
H 2.106 0.586 -0.838
H 1.572 1.973 -1.828
H -1.728 2.108 -0.914
H -0.365 3.038 -1.298
H -1.410 -0.063 0.100
H -0.628 0.675 1.420
H 1.048 -0.871 1.521
H 1.110 -1.229 -0.190
H -1.203 -2.366 0.050
H -0.935 -2.427 1.735
H 0.228 -3.184 0.624
*
```

The value obtained for the gap between HOMO and LUMO is 9.56 eV. The calculation puts the energy above the lowest of the compared OMol25 structures with the same formula, charge and spin at 56.5 kJ/mol. The value obtained for the energy is -6852.94298 eV. The calculation puts the HOMO energy at -0.3084 Ha.


11.
Formula: C5H11N
Source: the Open Molecules 2025 dataset
Level of theory: ωB97M-V/def2-TZVPD

```
! RIJCOSX wB97M-V def2-TZVPD def2/J DEFGRID3
* xyz 0 1
C -1.882 1.100 -0.199
C -1.446 -0.355 -0.283
N -0.432 -0.667 0.703
C 0.698 -1.627 0.844
C 0.647 -0.111 1.107
C 2.012 0.142 -0.661
H -2.661 1.306 -0.940
H -2.283 1.333 0.793
H -1.038 1.769 -0.399
H -2.288 -1.035 -0.123
H -1.007 -0.587 -1.265
H 0.518 -2.246 1.731
H 1.556 -1.007 -0.149
H 0.935 0.838 1.538
H 2.791 0.653 -0.087
H 1.367 0.891 -1.134
H 2.513 -0.397 -1.475
*
```

The value obtained for the gap between HOMO and LUMO is 8.49 eV. The calculation puts the energy above the lowest of the compared OMol25 structures with the same formula, charge and spin at 634.7 kJ/mol. The value obtained for the energy is -6846.94983 eV. The calculation puts the HOMO energy at -0.2756 Ha.


12.
Formula: C5H11N
Source: the Open Molecules 2025 dataset
Level of theory: ωB97M-V/def2-TZVPD

```
! RIJCOSX wB97M-V def2-TZVPD def2/J DEFGRID3
* xyz 0 1
C 2.287 0.708 -0.211
C 1.228 -0.248 0.280
C 1.404 -1.685 0.305
N 0.718 -1.316 -0.678
H 2.890 1.088 0.622
H 1.828 1.568 -0.713
H 2.955 0.214 -0.924
H 0.458 0.192 0.918
H 1.792 -2.606 0.725
H -1.621 -0.758 1.808
H -1.310 -1.285 2.233
C -1.987 1.303 -0.602
C -2.276 0.014 -0.754
H -0.980 1.681 -0.767
H -2.741 2.034 -0.318
H -3.283 -0.365 -0.596
H -1.513 -0.707 -1.040
*
```

The value obtained for the gap between HOMO and LUMO is 11.11 eV. The calculation puts the energy above the lowest of the compared OMol25 structures with the same formula, charge and spin at 380.1 kJ/mol. The value obtained for the energy is -6849.58914 eV. The calculation puts the HOMO energy at -0.3643 Ha.


13.
Formula: C5H11N
Source: the Open Molecules 2025 dataset
Level of theory: ωB97M-V/def2-TZVPD

```
! RIJCOSX wB97M-V def2-TZVPD def2/J DEFGRID3
* xyz 0 1
C 1.993 1.112 0.342
C 3.072 1.339 -0.387
C 3.008 2.008 -1.741
H 1.898 0.450 1.190
H 1.069 1.645 0.114
H 3.911 0.673 -0.205
H 2.474 2.955 -1.651
H 2.477 1.386 -2.461
H 4.010 2.231 -2.112
C -3.102 -2.723 0.306
C -2.497 -1.754 0.968
N -3.180 -0.746 1.695
H -4.170 -2.653 0.139
H -2.573 -3.570 -0.097
H -1.422 -1.805 1.091
H -4.146 -0.718 1.374
H -2.823 0.170 1.435
*
```

The value obtained for the gap between HOMO and LUMO is 9.72 eV. The calculation puts the energy above the lowest of the compared OMol25 structures with the same formula, charge and spin at 174.9 kJ/mol. The value obtained for the energy is -6851.71625 eV. The calculation puts the HOMO energy at -0.3227 Ha.


14.
Formula: C5H11N
Source: the Open Molecules 2025 dataset
Level of theory: ωB97M-V/def2-TZVPD

```
! RIJCOSX wB97M-V def2-TZVPD def2/J DEFGRID3
* xyz 0 1
C -0.531 0.220 -1.719
C -0.204 0.147 -0.404
C 1.205 -0.084 0.008
C 1.763 -1.448 -0.344
N -1.236 0.219 0.541
C -1.093 1.027 1.738
H -1.512 0.511 -2.052
H 0.286 0.021 -2.393
H 1.808 0.671 -0.503
H 1.281 0.025 1.085
H 1.992 -1.485 -1.411
H 2.710 -1.646 0.154
H 1.090 -2.259 -0.057
H -2.152 0.245 0.124
H -1.099 2.129 1.683
H -0.145 0.829 2.219
H -1.884 0.800 2.452
*
```

The value obtained for the gap between HOMO and LUMO is 8.98 eV. The calculation puts the energy above the lowest of the compared OMol25 structures with the same formula, charge and spin at 95.2 kJ/mol. The value obtained for the energy is -6852.54172 eV. The calculation puts the HOMO energy at -0.2890 Ha.